No. 1
ORCA calculation (ωB97M-V with the def2-TZVPD basis set) on a molecular structure, C15H25CrINO4P2S.

Properties
**⟨S²⟩**: 3.970
**Total charge**: +2
**2S+1**: 4
**Highest occupied orbital energy (alpha / beta)**: -15.274 / -15.315 eV
**Gap between HOMO and LUMO (alpha / beta)**: 5.8 / 4.9 eV

Atoms and positions in Å:
H  -1.8157  3.0050  -2.1244
C  -1.9112  -1.4316  4.7978
H  0.8487  -2.8357  -2.4635
C  0.7009  -0.6341  5.3606
H  1.5577  -4.0857  -1.3796
C  -1.0759  -0.9242  3.7813
C  -0.0750  -1.2163  6.3728
C  -1.4059  -1.6094  6.1052
H  0.5267  1.0601  -2.5366
H  -2.9350  -1.6694  4.4659
O  1.2438  1.6270  2.7919
C  0.8009  -3.2167  1.2879
H  2.1529  -2.3924  -1.3243
H  -1.3612  4.2761  -0.9590
H  0.2968  -1.3271  7.4033
H  1.0324  2.6549  -2.9049
P  -0.0375  2.3367  -0.6771
C  -1.5495  3.2092  -1.0869
P  0.0385  -2.4795  -0.2131
H  1.5663  -2.5386  1.6673
H  -2.0940  -2.0253  6.8591
O  2.2017  -0.6321  2.3786
H  1.5982  2.8232  0.9897
C  -1.4469  -3.5651  -0.3321
H  -1.7371  -3.7415  -1.3790
H  1.4402  3.9677  -1.8420
C  0.2008  -0.4401  4.0813
C  0.6367  3.2664  0.7088
H  -1.1894  -4.5244  0.1494
H  0.0797  -3.3771  2.0962
C  1.3046  2.8767  -1.8592
O  -3.5798  1.3302  0.9125
H  2.2170  2.3044  -1.5862
H  0.7784  4.3025  0.3779
C  -1.3710  -0.7287  2.3647
H  1.2511  -4.1887  1.0583
H  0.8810  -0.6553  -2.8769
O  -2.4558  -0.9044  1.6737
N  -0.3199  -0.2113  1.7342
C  -2.5635  0.8376  0.6981
H  1.7074  -0.3005  5.5807
S  1.0630  0.1915  2.7293
H  -0.0443  3.2069  1.5573
Cr  -0.5906  0.0490  -0.3652
I  -2.1483  -0.5331  -2.1453
C  1.2622  -3.0270  -1.4690
C  0.5629  0.0600  -2.0510
H  -2.2718  -3.0787  0.2174
H  1.2511  0.0748  -1.0914
H  -2.3804  2.9013  -0.4469



No. 2
ORCA calculation (ωB97M-V with the def2-TZVPD basis set) on a molecular structure, C15H25F2N2O3PZn.

Properties
**Total charge**: +2
**Highest occupied orbital energy**: -15.241 eV
**Gap between HOMO and LUMO**: 1.7 eV

Atoms and positions in Å:
P  -1.0398  -1.7392  2.3175
H  0.2057  2.4160  -1.5524
H  0.4313  -1.7661  -2.0729
H  3.5090  2.3384  -0.3312
C  2.7884  -0.0432  -1.2481
H  -2.7036  3.0214  -0.7629
H  -2.1036  -3.5505  1.8859
H  -3.0585  0.9448  2.4605
H  5.1775  1.8202  0.1956
H  3.8211  1.8031  1.3648
H  -3.3595  -0.6641  0.8709
H  1.2432  -3.2081  -1.5587
C  -0.9428  0.5650  -1.3986
O  -0.0438  -2.6867  2.8190
C  -1.4384  -0.4079  -0.2648
N  1.0949  1.0547  1.5690
H  -1.5147  1.5643  1.7888
H  1.8685  0.5602  -1.1267
H  4.7143  -0.3854  -0.3018
C  -0.7072  2.0734  -1.0184
O  -2.3906  -2.6271  2.0335
C  0.5737  -2.1431  0.1652
H  3.3461  0.3707  -2.1158
N  -2.3205  -2.5346  -1.6038
C  3.7724  0.1375  -0.0269
C  2.5878  -1.5747  -1.4733
C  -1.9992  -1.6301  -1.0240
F  -2.2348  2.8450  -2.7782
C  -2.7214  0.1440  0.4188
C  -0.3457  -0.9812  0.6991
H  -0.0327  0.2295  -1.9193
C  4.0894  1.6388  0.2986
C  -2.5540  1.2794  1.5162
H  -1.7396  0.5636  -2.1782
H  1.4495  -2.2045  0.8455
H  2.8889  -1.8488  -2.5084
Zn  -4.7597  1.2709  0.6685
C  -1.8382  3.0455  -1.4772
H  -1.4356  4.0789  -1.3928
H  3.2675  -2.1592  -0.8146
C  0.5824  0.1108  1.2301
H  -0.5162  2.2764  0.0511
C  1.1313  -2.1300  -1.2890
O  -1.2380  -0.6271  3.5129
H  -2.1676  -0.6714  3.8096
F  -3.6189  0.7183  -0.6590
H  0.0293  -3.1005  0.3169
H  -3.1337  2.2220  1.1970
H  3.3859  -0.4092  0.8620



No. 3
ORCA calculation (ωB97M-V with the def2-TZVPD basis set) on 5 unconnected molecules or ions with the total composition C15H25F7IO12P.

Properties
**Total charge**: 0
**Highest occupied orbital energy**: -9.453 eV
**Gap between HOMO and LUMO**: 8.9 eV

Atoms and positions in Å:
O  1.6836  0.1810  -0.8210
F  -2.5802  -2.5497  -2.0345
H  -0.3086  -0.3205  -1.1714
C  -2.0850  -8.5189  -5.0515
C  1.5131  0.8966  0.2925
H  0.5893  -4.5287  -2.4052
H  2.4934  4.7278  8.7167
H  -4.5005  -4.8639  -1.4798
H  1.5646  3.2167  1.5264
P  -5.4148  -3.7927  -1.3537
C  2.4659  2.6046  1.5408
O  2.5237  1.7628  0.3881
O  1.6701  2.8934  5.4443
H  3.3239  5.9688  7.7631
C  -0.2859  -5.1732  -2.3934
H  0.6209  1.1897  6.0193
C  0.6511  1.9176  5.2103
O  1.0064  4.9782  -2.4651
C  -2.1552  -3.4874  0.0754
H  0.6342  -1.5236  -0.2480
H  2.4146  8.7495  -3.6319
C  1.4953  3.6120  6.5558
H  2.5088  2.0113  2.4524
C  1.2436  3.6259  -2.0668
H  1.7642  3.0790  -2.8510
O  2.5084  4.4775  6.6525
H  3.4730  7.9211  -2.4775
O  -2.1699  -6.9447  -2.9200
F  -2.0887  -3.1390  1.3056
H  -1.1760  -4.5594  -2.4278
I  -6.9416  -4.4344  0.4498
C  0.6639  -0.7927  -1.0533
H  0.2721  3.1653  -1.9025
O  -1.0539  -7.5657  -4.7889
F  -0.9039  -3.5677  -0.3825
F  -4.8504  -1.2681  -1.1648
H  0.9198  -1.2979  -1.9817
O  0.6025  0.7833  1.0743
C  2.4529  5.3203  7.8041
H  1.8113  3.5910  -1.1407
H  1.5527  5.9325  7.7898
O  3.2448  5.2784  -2.6125
C  2.1139  5.6826  -2.7051
H  -3.0437  -8.0210  -5.1876
H  -2.1481  -9.2490  -4.2464
H  3.4290  7.4081  -4.1892
F  -4.6325  -2.2971  0.7428
H  0.8996  1.4052  4.2842
H  -0.3197  2.3959  5.0936
C  -4.4313  -2.3622  -0.5716
H  -0.2674  -5.7772  -1.4891
O  -0.2130  -6.0038  -3.5548
H  3.3323  3.2594  1.5091
F  -2.6523  -4.6762  -0.0420
F  -2.4381  -1.2335  -0.3692
O  0.5842  3.5003  7.3351
C  2.8422  7.7896  -3.3552
C  -2.9060  -2.4163  -0.7732
O  1.7500  6.9167  -3.0656
H  -1.8165  -9.0288  -5.9726
C  -1.2364  -6.8484  -3.6790



No. 4
ORCA calculation (ωB97M-V with the def2-TZVPD basis set) on a gas-phase ion, C15H25N2O4 (charge +1).

Properties
**Total charge**: +1
**Highest occupied orbital energy**: -12.372 eV
**Gap between HOMO and LUMO**: 7.6 eV

Atoms and positions in Å:
C  -3.0770  0.6829  0.9796
C  -4.0012  0.7291  -0.2505
H  -4.6330  -0.1610  -0.2394
C  2.1632  1.9702  -0.3371
C  -2.4072  -0.4780  -1.7846
H  -0.5794  -0.9096  -2.8498
O  -1.3934  -3.0483  -2.2260
C  4.3411  0.2595  1.4925
C  -0.6710  -3.2216  -1.2782
H  1.3732  -1.8278  3.3436
C  0.6777  1.5875  -0.1531
H  5.3925  0.0845  1.7191
C  -0.1014  -0.7654  -0.7855
N  1.1898  -0.3401  1.1260
H  0.2887  2.1206  0.7176
H  0.6362  -3.5710  0.9503
H  0.5058  -4.7118  -1.3109
C  0.6197  -2.5245  0.6859
O  -0.3387  -4.5102  -0.8808
H  -1.8392  2.1295  0.2816
H  -2.4725  -0.2286  1.0154
H  3.7996  0.1166  2.4340
H  3.9881  -0.5290  0.8204
H  -4.6189  1.6263  -0.1457
H  -3.7355  0.6255  1.8517
H  -2.8986  2.6647  1.3503
H  -3.9822  0.8735  -2.3587
H  4.6043  1.6739  -0.0743
O  1.9424  -1.9842  2.5743
C  -0.8681  -0.2910  -1.9994
H  4.7650  2.3384  1.5235
H  0.1399  1.9540  -1.0203
H  -0.6130  0.7294  -2.2652
H  -2.6134  1.7369  -1.6319
C  4.1549  1.6615  0.9239
C  -0.0422  -2.1220  -0.4528
O  2.8073  2.1183  0.9130
H  -2.7892  -0.9848  -2.6689
C  1.2494  -1.6264  1.4714
C  -3.2174  0.8296  -1.5829
H  -2.5694  -1.1680  -0.9583
C  0.5643  0.1121  0.0377
H  1.6552  0.3395  1.7323
H  2.2168  2.9196  -0.8808
N  -2.2652  1.8908  1.1721
H  2.6520  1.2289  -0.9814



No. 5
ORCA calculation (ωB97M-V with the def2-TZVPD basis set) on C15H25N3O2 in the gas phase.

Properties
**Total charge**: 0
**Highest occupied orbital energy**: -7.990 eV
**Gap between HOMO and LUMO**: 7.2 eV

Atoms and positions in Å:
C  5.6123  1.9173  4.7031
H  -0.4216  -0.2368  -3.4447
H  -2.1748  1.3700  -4.0939
H  0.1381  1.3500  2.1920
H  -4.9804  -1.3414  -2.1701
C  1.0946  0.9121  2.5307
C  3.7074  0.0444  3.4221
C  2.7991  -0.8687  2.7053
C  -1.3862  0.8331  -1.0945
H  6.1295  1.3888  3.8845
N  0.5906  -1.2478  1.4781
H  -3.0041  -0.5557  -0.6832
H  3.8246  3.1257  4.5868
H  4.6749  -0.3910  3.7468
C  -0.1802  -0.0010  -0.5299
O  3.1804  -1.9986  2.4750
H  -3.0209  0.1293  -5.0291
H  -2.6539  -2.8324  -3.4247
H  0.5877  0.7416  -0.3495
H  -2.9438  -2.7666  -1.7598
H  5.6248  1.3141  5.6338
H  -5.0539  -2.8147  -3.1809
C  -4.5110  -1.8765  -2.9849
H  -1.3916  0.7500  -5.5070
N  4.2136  2.2015  4.3448
H  0.2332  -0.7309  -1.2548
C  -1.3656  -0.6395  -3.7796
C  -2.0302  0.4661  -4.6696
C  -0.6083  -0.7523  0.7574
H  -1.1848  -1.5578  -4.3835
H  -1.6640  1.5922  -0.3336
C  3.3386  1.3476  3.6374
H  -4.5437  -1.2308  -3.8637
H  6.1297  2.8454  4.9290
H  0.9002  -2.2040  1.3257
H  -1.0582  1.4241  -1.9465
C  -2.5765  0.0279  -1.5497
N  -2.1690  -0.9705  -2.5807
H  -3.3263  0.7045  -1.9576
C  1.4732  -0.3821  2.2156
C  1.9762  1.8138  3.2075
C  -3.0378  -2.1635  -2.6489
H  -1.2757  -1.5642  0.4976
H  -1.1912  -0.0802  1.3852
O  1.5253  2.9077  3.5621



No. 6
ORCA calculation (ωB97M-V with the def2-TZVPD basis set) on a molecular structure, C15H25N3O2S.

Properties
**Total charge**: 0
**Highest occupied orbital energy**: -8.990 eV
**Gap between HOMO and LUMO**: 9.4 eV

Atoms and positions in Å:
H  -4.1238  -1.0142  0.4613
C  2.1407  4.3371  -5.6864
H  -3.1269  -3.5649  4.3547
C  0.5954  -3.2953  2.8948
H  1.6103  -2.8421  2.7301
H  -1.2024  -5.0389  3.9955
C  1.9663  2.6329  -3.1809
H  1.1002  -4.5574  4.6540
C  -1.7597  -0.9290  0.0828
O  -1.2422  -1.4063  -1.0251
N  0.7002  2.9136  0.0645
H  2.9053  3.3622  -1.3133
H  2.5144  2.2617  -5.7476
H  1.0097  4.1169  -5.3915
H  -3.9415  -2.2765  2.5170
C  -3.2913  -1.7035  0.6078
H  -1.8413  -2.3801  4.7277
H  1.7113  1.8914  -3.5907
H  -1.0284  -4.5597  5.6707
H  0.3764  -2.8219  4.8519
H  -2.0643  -3.8485  1.9327
H  -0.2202  -1.9796  1.3718
C  2.9207  3.0035  -5.2156
C  2.2690  2.3332  -1.8767
H  -1.9731  0.6151  1.4991
O  3.1965  2.8888  -3.7984
C  1.2102  2.1126  -0.9467
H  -0.2222  -1.4067  3.0072
H  1.1572  3.5764  -3.0903
C  -1.0776  -4.1610  4.5619
H  -3.3049  -2.5666  0.1903
C  -0.5444  0.9827  0.0446
C  -1.9200  -2.7208  2.6557
H  0.6078  -4.5150  2.1234
C  -2.2343  -3.1723  4.1232
C  0.4425  -3.8731  4.3664
H  3.1967  1.8543  -1.5551
C  -0.4659  -2.4017  2.2926
C  -2.9023  -1.8408  2.3024
H  2.0869  4.4514  -6.9223
S  0.4061  0.3704  -1.2973
H  -2.7344  -0.9019  2.7810
H  2.6764  5.2128  -5.4475
H  4.0994  3.4227  -5.6428
N  -0.2175  2.0723  0.5734
N  -1.6968  0.2530  0.5954



no.,F_max (Eh/bohr)
1,0.087
2,0.097
3,0.052
4,0.034
5,0.068
6,0.256